{"formula": "C3H10O2S", "method": "the ωB97M-V functional and the def2-TZVPD basis", "symbols": ["C", "O", "C", "C", "S", "H", "H", "H", "H", "H", "H", "H", "H", "H", "H", "O"], "coordinates": [[-0.174, -2.396, -0.309], [1.072, -1.956, -0.694], [-1.353, -1.504, -0.787], [-0.848, 0.011, -0.680], [-2.196, 1.024, -0.175], [-0.219, -2.371, 0.784], [-0.404, -3.419, -0.591], [1.260, -2.177, -1.609], [-2.160, -1.582, -0.061], [-1.566, -1.770, -1.820], [-0.189, 0.056, 0.188], [-0.441, 0.284, -1.629], [-2.856, 1.273, -1.329], [3.489, 4.823, 2.107], [2.925, 4.775, 3.593], [3.659, 4.928, 3.011]], "spin_multiplicity": 2, "orbital_gap_ha": [0.34909, 0.15999], "relative_energy_ev": 0.244, "charge": 1, "energy_ha": -668.59882, "e_lumo_ev": [-3.9, -9.0], "homo_ev": [-13.4, -13.4]}